No. 1
{
  "formula": "C51H37F6HfN4O5P2S2",
  "method": "ωB97M-V with the def2-TZVPD basis set",
  "species": ["Hf", "O", "C", "O", "C", "C", "C", "C", "C", "N", "C", "O", "O", "H", "H", "H", "C", "N", "C", "P", "C", "C", "C", "C", "C", "C", "C", "C", "C", "C", "C", "C", "C", "C", "C", "C", "C", "C", "P", "C", "C", "C", "C", "C", "C", "C", "C", "C", "C", "C", "C", "H", "H", "H", "H", "H", "H", "H", "H", "H", "H", "H", "H", "H", "H", "H", "H", "H", "H", "H", "H", "H", "H", "H", "H", "H", "H", "H", "H", "H", "S", "C", "C", "C", "C", "N", "C", "C", "C", "S", "C", "N", "H", "H", "C", "C", "O", "C", "F", "F", "F", "C", "F", "F", "F", "H", "H", "H"],
  "coordinates": [[0.74, -1.28, -1.89], [2.05, -2.70, -5.67], [1.53, -2.08, -4.77], [1.54, -2.35, -3.50], [0.83, -0.76, -5.04], [0.73, -0.14, -6.27], [0.23, 1.15, -6.31], [-0.10, 1.81, -5.13], [0.06, 1.12, -3.95], [0.46, -0.14, -3.93], [-0.09, 1.70, -2.56], [-0.35, 2.87, -2.40], [0.11, 0.81, -1.64], [1.06, -0.67, -7.15], [0.13, 1.67, -7.26], [-0.42, 2.84, -5.10], [-2.39, 0.96, 1.21], [-1.33, 1.45, 2.07], [-0.15, 0.63, 2.26], [1.41, 0.99, 1.25], [2.62, 0.99, 2.63], [3.66, 1.91, 2.71], [4.64, 1.79, 3.69], [4.59, 0.74, 4.60], [3.56, -0.18, 4.53], [2.58, -0.06, 3.55], [1.42, 2.73, 0.71], [2.26, 2.94, -0.39], [2.42, 4.21, -0.93], [1.72, 5.28, -0.40], [0.87, 5.08, 0.67], [0.73, 3.82, 1.23], [-1.72, 2.29, 3.11], [-3.03, 2.79, 3.19], [-3.40, 3.64, 4.22], [-2.50, 4.02, 5.21], [-1.21, 3.53, 5.13], [-0.81, 2.69, 4.11], [-2.03, -0.34, -0.08], [-3.17, -1.61, 0.57], [-2.61, -2.50, 1.49], [-3.40, -3.43, 2.14], [-4.76, -3.51, 1.86], [-5.32, -2.63, 0.94], [-4.53, -1.68, 0.31], [-2.92, 0.34, -1.54], [-3.14, 1.70, -1.74], [-3.69, 2.16, -2.94], [-4.00, 1.26, -3.95], [-3.77, -0.09, -3.76], [-3.23, -0.54, -2.57], [-2.84, 1.81, 0.70], [-3.19, 0.52, 1.82], [-0.38, -0.41, 2.01], [0.12, 0.62, 3.32], [3.71, 2.74, 2.01], [5.45, 2.50, 3.72], [5.37, 0.63, 5.34], [3.53, -1.01, 5.22], [1.81, -0.82, 3.49], [2.77, 2.10, -0.84], [3.08, 4.35, -1.78], [1.83, 6.27, -0.83], [0.31, 5.91, 1.09], [0.07, 3.70, 2.08], [-3.77, 2.53, 2.46], [-4.42, 4.00, 4.25], [-2.80, 4.68, 6.01], [-0.47, 3.82, 5.87], [0.22, 2.38, 4.07], [-1.54, -2.47, 1.69], [-2.95, -4.11, 2.85], [-5.38, -4.24, 2.36], [-6.38, -2.69, 0.71], [-4.98, -1.00, -0.41], [-2.84, 2.44, -1.01], [-3.82, 3.22, -3.09], [-4.42, 1.62, -4.89], [-3.99, -0.81, -4.55], [-3.03, -1.59, -2.44], [1.68, -2.58, 0.10], [3.24, -1.89, 0.49], [3.88, -2.33, 1.64], [5.09, -1.78, 2.05], [5.71, -2.25, 3.26], [6.18, -2.62, 4.24], [5.67, -0.76, 1.28], [5.06, -0.35, 0.11], [3.85, -0.92, -0.32], [3.18, -0.40, -1.84], [6.89, -0.12, 1.69], [7.86, 0.42, 2.01], [3.42, -3.09, 2.25], [5.51, 0.43, -0.48], [-1.12, -4.75, -0.72], [-1.01, -4.10, -2.10], [-0.70, -2.75, -2.00], [0.02, -4.93, -2.91], [0.08, -4.56, -4.19], [-0.31, -6.24, -2.89], [1.23, -4.84, -2.36], [-2.39, -4.20, -2.81], [-3.37, -3.73, -2.01], [-2.42, -3.47, -3.94], [-2.74, -5.46, -3.14], [-0.15, -4.65, -0.22], [-1.39, -5.80, -0.77], [-1.86, -4.21, -0.14]],
  "lowdin_charge": [1.3388, 0.0970, -0.5654, -0.2191, -0.1465, 0.0263, -0.0258, 0.0244, -0.1540, 0.0757, -0.5792, 0.0881, -0.2793, 0.1231, 0.1093, 0.1232, -0.2773, -0.1524, -0.3206, 1.1117, -0.3610, -0.0838, -0.0897, -0.0987, -0.1027, -0.1208, -0.3686, -0.1322, -0.0831, -0.0944, -0.0814, -0.0654, -0.2368, -0.0325, -0.1008, -0.1169, -0.0906, -0.0483, 1.1105, -0.3762, -0.1242, -0.0845, -0.0886, -0.0820, -0.0847, -0.3619, -0.0957, -0.0799, -0.0916, -0.0718, -0.1045, 0.0649, 0.0992, 0.0400, 0.0613, 0.1001, 0.1027, 0.1026, 0.1040, 0.1041, 0.0472, 0.1035, 0.0964, 0.0991, 0.0747, 0.0915, 0.0985, 0.0923, 0.1031, 0.1007, 0.0950, 0.1056, 0.0990, 0.1011, 0.1060, 0.0982, 0.1062, 0.0985, 0.1052, 0.0682, 0.5906, -0.6904, -0.0798, -0.2030, -0.1945, 0.1637, -0.1948, -0.0623, -0.6964, 0.6186, -0.1853, 0.1597, 0.1156, 0.1156, 0.0191, -0.4005, -0.3058, -0.5645, 0.1667, 0.1311, 0.1552, -0.5396, 0.1307, 0.1488, 0.1542, 0.0574, 0.1027, 0.0630],
  "charge": -1,
  "homo_lumo_gap_ha": 0.255,
  "e_lumo_ev": 1.6
}


No. 2
{
  "formula": "C5H12N2O2",
  "method": "ωB97M-V with the def2-TZVPD basis set",
  "species": ["C", "C", "C", "C", "O", "H", "H", "H", "H", "H", "H", "H", "H", "N", "N", "C", "O", "H", "H", "H", "H"],
  "coordinates": [[-1.26, -1.32, -0.96], [-1.18, -0.72, 0.41], [-1.11, 0.57, 0.72], [-1.01, 1.08, 2.12], [-1.06, 1.59, -0.20], [-0.98, -0.62, -1.75], [-0.60, -2.19, -1.02], [-2.27, -1.67, -1.16], [-1.21, -1.42, 1.23], [0.04, 1.07, 2.43], [-1.38, 2.10, 2.16], [-1.58, 0.46, 2.80], [-1.12, 1.22, -1.09], [1.75, 0.17, -2.02], [1.71, 0.52, -0.66], [1.83, -0.34, 0.37], [1.81, -0.02, 1.54], [1.43, -0.79, -2.13], [2.72, 0.22, -2.36], [1.49, 1.48, -0.47], [1.98, -1.39, 0.03]],
  "lowdin_charge": [-0.0995, -0.1472, -0.4231, -0.0226, 0.0291, 0.0544, 0.0691, 0.0745, 0.1106, 0.0661, 0.0819, 0.0838, 0.0874, 0.0293, -0.0542, -0.3874, 0.0131, 0.0673, 0.0852, 0.1437, 0.1384],
  "charge": 0,
  "smiles": "C/C=C(/C)O.NNC=O",
  "homo_lumo_gap_ha": 0.337,
  "e_lumo_ev": 0.8
}


No. 3
{
  "formula": "C19H48B2ClN5O17",
  "method": "ωB97M-V with the def2-TZVPD basis set",
  "species": ["N", "C", "C", "C", "C", "C", "N", "C", "C", "C", "O", "O", "C", "Cl", "B", "N", "O", "C", "C", "C", "C", "O", "N", "C", "C", "C", "C", "C", "C", "B", "N", "O", "H", "H", "H", "H", "H", "H", "H", "H", "H", "H", "H", "H", "H", "H", "H", "H", "H", "H", "H", "H", "H", "H", "H", "H", "O", "H", "H", "O", "H", "H", "O", "H", "H", "O", "H", "H", "O", "H", "H", "O", "H", "H", "O", "H", "H", "O", "H", "H", "O", "H", "H", "O", "H", "H", "O", "H", "H", "O", "H", "H"],
  "coordinates": [[-0.60, 3.67, 0.23], [-0.16, 2.58, 1.11], [-0.75, 1.15, 0.75], [-0.58, 0.36, 2.10], [-1.57, -0.59, 2.64], [-1.32, -1.24, 3.89], [-0.26, -1.16, 4.75], [0.62, -0.25, 4.22], [0.57, 0.50, 3.00], [-2.33, 1.42, 0.75], [-2.96, 2.26, 1.30], [-2.79, 0.36, -0.05], [-1.85, 0.30, -1.19], [-2.36, -1.26, -1.99], [-2.46, 1.46, -2.18], [-3.26, 1.02, -3.36], [-2.25, 2.85, -2.06], [-0.36, 0.44, -0.64], [0.66, 1.32, -1.46], [1.35, 0.61, -2.68], [0.37, 0.17, -3.81], [-0.19, 1.07, -4.43], [0.11, -1.17, -4.24], [1.07, -2.14, -3.77], [2.48, -2.11, -4.21], [3.42, -3.11, -3.70], [2.98, -4.13, -2.74], [1.60, -4.15, -2.27], [0.68, -3.17, -2.81], [0.41, -0.89, -0.11], [-0.18, -2.21, 0.14], [1.81, -0.76, 0.20], [0.11, 3.92, -0.46], [-0.73, 4.53, 0.77], [-0.42, 2.84, 2.18], [0.97, 2.56, 1.08], [-2.50, -0.80, 2.07], [-2.13, -1.94, 4.24], [1.52, -0.07, 4.86], [1.39, 1.21, 2.75], [-4.26, 0.96, -3.12], [-3.10, 1.67, -4.14], [-2.82, 3.20, -1.34], [1.51, 1.60, -0.77], [0.25, 2.29, -1.83], [2.01, 1.40, -3.14], [2.08, -0.19, -2.37], [-0.86, -1.46, -4.12], [2.85, -1.32, -4.92], [4.49, -3.12, -4.01], [3.69, -4.90, -2.35], [1.21, -4.89, -1.53], [-0.39, -3.16, -2.48], [0.55, -2.88, -0.15], [-0.34, -2.40, 1.13], [1.93, 0.06, 0.72], [-3.05, 5.38, 1.12], [-3.06, 5.67, 2.04], [-3.26, 4.44, 1.17], [-0.37, -0.21, 8.02], [-1.20, -0.44, 8.44], [-0.41, -0.66, 7.16], [-1.28, -2.36, -6.70], [-2.03, -2.88, -6.40], [-0.94, -1.96, -5.89], [5.18, -4.78, -0.56], [5.21, -4.23, 0.23], [5.06, -5.68, -0.22], [7.35, -5.73, -2.68], [6.59, -5.75, -2.08], [6.99, -5.43, -3.52], [3.85, -2.03, 1.97], [3.46, -1.70, 1.15], [4.50, -1.36, 2.22], [0.03, -3.95, 5.99], [-0.31, -3.09, 5.69], [-0.69, -4.32, 6.52], [-6.04, 0.62, 0.22], [-5.10, 0.54, 0.40], [-6.14, 0.29, -0.68], [-1.82, 8.35, 2.13], [-2.67, 8.10, 2.52], [-1.82, 7.90, 1.28], [-4.86, 4.44, -0.72], [-5.82, 4.54, -0.75], [-4.57, 5.11, -0.09], [4.19, -7.51, 0.29], [3.53, -8.15, 0.00], [4.73, -8.00, 0.92], [-1.30, 11.09, 3.02], [-1.30, 11.38, 3.94], [-1.51, 10.14, 3.07]],
  "lowdin_charge": [0.0310, -0.1937, -0.1751, -0.1145, 0.0115, -0.1168, 0.0492, -0.1053, -0.0010, -0.3873, 0.1850, -0.0498, -0.5084, 0.7838, -0.5578, 0.0999, 0.1108, -0.1467, -0.1057, -0.0690, -0.3973, 0.0892, 0.0749, -0.2397, -0.0127, -0.0565, -0.0727, -0.0706, -0.0471, -0.5344, 0.1639, 0.0869, 0.0821, 0.0701, 0.1410, 0.1183, 0.1288, 0.1218, 0.1265, 0.1140, 0.0766, 0.0833, 0.0859, 0.1220, 0.1189, 0.1400, 0.1109, 0.0831, 0.1177, 0.0995, 0.0770, 0.1071, 0.0749, 0.0647, 0.0784, 0.0922, -0.0569, 0.0524, 0.0186, -0.0651, 0.0323, -0.0069, -0.0577, 0.0334, -0.0143, -0.0619, 0.0454, 0.0064, -0.0640, -0.0021, 0.0277, -0.0594, 0.0026, 0.0342, -0.0690, -0.0257, 0.0312, -0.0523, 0.0033, 0.0327, -0.0431, 0.0447, 0.0468, -0.0513, 0.0474, 0.0054, -0.0446, 0.0500, 0.0524, -0.0692, 0.0298, -0.0122],
  "charge": 0,
  "homo_lumo_gap_ha": 0.300,
  "e_lumo_ev": -0.7
}


No. 4
{
  "formula": "C25H43BrN2P2Sr",
  "method": "ωB97M-V with the def2-TZVPD basis set",
  "species": ["N", "C", "C", "C", "C", "C", "C", "Sr", "P", "C", "C", "C", "C", "C", "C", "C", "Br", "H", "H", "H", "H", "H", "H", "H", "H", "H", "H", "P", "C", "C", "H", "H", "H", "H", "H", "C", "C", "H", "H", "H", "H", "H", "C", "C", "H", "H", "H", "H", "H", "C", "C", "H", "H", "H", "H", "H", "C", "C", "H", "H", "H", "H", "H", "C", "C", "H", "H", "H", "H", "H", "N", "H", "H", "H"],
  "coordinates": [[-4.98, 4.89, -2.05], [-4.38, 5.38, -0.96], [-3.04, 5.09, -0.64], [-2.31, 4.22, -1.49], [-2.98, 3.71, -2.63], [-4.32, 4.08, -2.87], [-0.93, 3.86, -1.22], [0.96, 2.94, 0.36], [4.43, 0.67, 0.40], [-0.39, 2.67, -1.75], [-0.93, 1.35, -1.50], [-0.35, 0.23, -2.14], [-0.66, -1.06, -1.76], [-1.52, -1.32, -0.66], [-2.27, -0.21, -0.17], [-2.01, 1.09, -0.61], [0.56, -0.20, 1.19], [-0.28, 4.68, -0.85], [0.45, 2.74, -2.49], [-2.61, 5.53, 0.25], [-2.48, 3.06, -3.35], [-4.97, 6.04, -0.32], [-4.84, 3.69, -3.75], [0.42, 0.42, -2.90], [-2.63, 1.91, -0.26], [-0.17, -1.89, -2.28], [-3.03, -0.38, 0.59], [-1.53, -2.97, 0.11], [3.68, 2.30, 0.58], [4.63, 3.41, 1.02], [2.92, 2.14, 1.38], [3.27, 2.54, -0.43], [4.07, 4.32, 1.29], [5.22, 3.10, 1.89], [5.32, 3.67, 0.21], [3.54, -0.21, -0.97], [4.31, -1.50, -1.26], [3.52, 0.45, -1.85], [2.51, -0.41, -0.63], [3.97, -1.94, -2.20], [5.39, -1.31, -1.36], [4.17, -2.25, -0.47], [3.77, -0.29, 1.83], [4.78, -0.69, 2.90], [3.32, -1.20, 1.40], [2.95, 0.28, 2.28], [4.29, -1.39, 3.59], [5.65, -1.21, 2.47], [5.12, 0.17, 3.48], [-1.34, -2.94, 1.91], [-1.05, -4.31, 2.51], [-2.25, -2.50, 2.35], [-0.52, -2.23, 2.11], [-1.94, -4.95, 2.53], [-0.25, -4.83, 1.96], [-0.71, -4.19, 3.54], [-0.15, -3.87, -0.62], [-0.49, -4.56, -1.94], [0.22, -4.60, 0.12], [0.66, -3.14, -0.75], [-1.18, -5.40, -1.79], [-0.93, -3.87, -2.67], [0.43, -4.95, -2.38], [-3.10, -3.79, -0.26], [-4.31, -3.24, 0.50], [-2.96, -4.86, -0.08], [-3.25, -3.66, -1.34], [-4.51, -2.20, 0.21], [-5.20, -3.83, 0.25], [-4.17, -3.27, 1.58], [-0.48, 2.84, 2.50], [-1.48, 2.86, 2.29], [-0.35, 3.43, 3.33], [-0.27, 1.87, 2.75]],
  "lowdin_charge": [0.0869, -0.1036, -0.0025, -0.2397, 0.0111, -0.0969, -0.1582, 1.4336, 0.9723, -0.2245, -0.2946, -0.0316, -0.0934, -0.3396, -0.1072, -0.0476, 0.2851, 0.1010, 0.1488, 0.1161, 0.1253, 0.1228, 0.1244, 0.1337, 0.1233, 0.1034, 0.1181, 1.0147, -0.5805, -0.1392, -0.0015, 0.0425, 0.0691, 0.0862, 0.0891, -0.4599, -0.1646, 0.0753, -0.0128, 0.0712, 0.0722, 0.0687, -0.4888, -0.1512, 0.0393, -0.0045, 0.0739, 0.0724, 0.0696, -0.3483, -0.1054, 0.0957, -0.0169, 0.0869, 0.0619, 0.0929, -0.3095, -0.1164, 0.0876, 0.0919, 0.0841, 0.0731, 0.0930, -0.3171, -0.1123, 0.1084, 0.1039, 0.0713, 0.0938, 0.0727, -0.0768, 0.0475, 0.0596, -0.0288],
  "charge": 2,
  "homo_lumo_gap_ha": [0.188, 0.188],
  "e_lumo_ev": [-7.7, -7.6]
}


Repeat the second record exactly.
{
  "formula": "C5H12N2O2",
  "method": "ωB97M-V with the def2-TZVPD basis set",
  "species": ["C", "C", "C", "C", "O", "H", "H", "H", "H", "H", "H", "H", "H", "N", "N", "C", "O", "H", "H", "H", "H"],
  "coordinates": [[-1.26, -1.32, -0.96], [-1.18, -0.72, 0.41], [-1.11, 0.57, 0.72], [-1.01, 1.08, 2.12], [-1.06, 1.59, -0.20], [-0.98, -0.62, -1.75], [-0.60, -2.19, -1.02], [-2.27, -1.67, -1.16], [-1.21, -1.42, 1.23], [0.04, 1.07, 2.43], [-1.38, 2.10, 2.16], [-1.58, 0.46, 2.80], [-1.12, 1.22, -1.09], [1.75, 0.17, -2.02], [1.71, 0.52, -0.66], [1.83, -0.34, 0.37], [1.81, -0.02, 1.54], [1.43, -0.79, -2.13], [2.72, 0.22, -2.36], [1.49, 1.48, -0.47], [1.98, -1.39, 0.03]],
  "lowdin_charge": [-0.0995, -0.1472, -0.4231, -0.0226, 0.0291, 0.0544, 0.0691, 0.0745, 0.1106, 0.0661, 0.0819, 0.0838, 0.0874, 0.0293, -0.0542, -0.3874, 0.0131, 0.0673, 0.0852, 0.1437, 0.1384],
  "charge": 0,
  "smiles": "C/C=C(/C)O.NNC=O",
  "homo_lumo_gap_ha": 0.337,
  "e_lumo_ev": 0.8
}